No. 1
{"formula": "C14H13BrClFN2O3PS2", "method": "wB97M-V/def2-TZVPD", "symbols": ["C", "S", "O", "O", "C", "C", "Cl", "C", "N", "C", "S", "C", "C", "P", "O", "Br", "C", "N", "C", "C", "C", "C", "C", "C", "F", "H", "H", "H", "H", "H", "H", "H", "H", "H", "H", "H", "H", "H"], "coordinates": [[2.313058, -0.452873, -3.428080], [0.521474, -0.468336, -3.158162], [-0.143885, 0.354149, -4.134920], [0.123121, -1.847610, -3.306500], [0.179994, 0.219336, -1.513043], [0.559983, 1.580953, -1.240794], [1.310980, 2.465014, -2.525297], [0.350701, 2.204205, -0.003408], [0.736234, 3.558617, 0.110954], [0.099423, 4.358965, -0.579234], [-0.961238, 5.268200, -1.242914], [-0.212404, 1.413327, 1.030752], [-0.398695, 1.904747, 2.397990], [0.041715, 3.549192, 3.221185], [1.586087, 3.898916, 2.781187], [-1.312600, 5.121195, 2.338999], [-0.951688, 1.075478, 3.330048], [-1.326151, -0.203098, 3.037557], [-1.164533, -0.688238, 1.814355], [-0.609766, 0.048519, 0.759104], [-0.433244, -0.552592, -0.549662], [-0.929742, -1.976639, -0.744133], [0.050054, -3.051272, -0.173139], [-0.700843, -4.213673, 0.514542], [-0.672930, -5.351494, -0.281946], [2.791897, -0.598775, -2.450852], [2.602378, 0.487573, -3.900891], [2.562663, -1.284715, -4.093658], [1.989442, 3.166446, 2.293596], [-1.084935, 1.393268, 4.365542], [-1.707608, -0.811903, 3.753767], [-1.452058, -1.727963, 1.673687], [-1.841621, -2.068319, -0.133418], [-1.264108, -2.210059, -1.753969], [0.715916, -2.594634, 0.577185], [0.674615, -3.497609, -0.955296], [-1.769148, -3.991727, 0.676642], [-0.272536, -4.476571, 1.492225]], "forces_ev_per_a": [[-0.1, 0.3, 0.6], [-0.5, -0.9, -3.2], [0.4, 0.9, 0.8], [0.5, -0.1, 1.5], [0.3, 0.1, 0.6], [0.0, -0.6, -0.3], [-0.2, -0.1, 0.7], [0.3, -0.7, -1.2], [-0.5, -0.1, -0.2], [-0.9, -0.1, 0.8], [0.8, 0.0, -0.2], [-0.1, 0.1, 0.9], [0.1, 0.1, -1.1], [0.3, 0.3, 1.2], [-1.0, -0.7, -0.1], [0.4, -0.5, -0.2], [0.2, 0.5, 0.5], [0.2, 0.2, -0.7], [0.1, -0.5, -0.3], [0.2, 0.7, -0.2], [-0.1, -0.1, 0.0], [-0.4, -0.3, 0.8], [-0.3, -0.1, 0.3], [-0.2, -0.1, -0.1], [0.1, 0.2, 0.1], [0.1, 0.1, -0.3], [-0.1, -0.2, 0.3], [-0.4, 0.0, 0.2], [0.2, 0.4, -0.2], [0.0, -0.1, -0.3], [0.0, 0.2, 0.0], [0.0, 0.3, 0.1], [0.1, 0.2, -0.3], [0.4, 0.2, 0.1], [-0.1, -0.1, -0.3], [-0.1, 0.3, 0.1], [0.3, 0.1, -0.1], [0.1, 0.0, -0.3]], "lowdin_charge": [-0.13, 0.64, -0.31, -0.30, -0.19, -0.47, 0.86, -0.23, 0.04, -0.82, 0.85, -0.04, -0.28, 0.60, -0.34, 0.31, -0.09, 0.12, 0.05, -0.05, -0.11, -0.14, -0.13, -0.21, -0.04, 0.08, 0.04, 0.08, 0.05, 0.13, 0.19, 0.14, 0.10, 0.12, 0.11, 0.12, 0.11, 0.12], "total_charge": 1, "orbital_gap_ev": 6.71, "e_homo_ev": -12.079, "lumo_ev": -5.368, "e_tot_ha": -5148.0462, "multiplicity": 1}



No. 2
{"formula": "C14H13BrN2O4S2", "method": "wB97M-V/def2-TZVPD", "symbols": ["C", "C", "C", "N", "C", "N", "C", "O", "C", "C", "C", "C", "Br", "O", "C", "C", "O", "O", "C", "C", "S", "C", "S", "H", "H", "H", "H", "H", "H", "H", "H", "H", "H", "H", "H", "H"], "coordinates": [[1.688029, 2.949556, 0.296233], [1.002175, 2.889164, -0.926662], [-0.462469, 2.961315, -0.998205], [-1.038667, 2.038298, -1.705608], [-0.694971, 0.638428, -1.518796], [-0.089670, 0.130189, -0.538164], [-0.110839, 0.148829, 0.859146], [-0.662289, 1.123216, 1.374829], [0.832813, -0.346757, 1.588085], [1.400463, -1.771511, 1.256167], [2.198151, -2.094034, 2.417588], [1.636669, -1.211173, 3.533084], [2.118058, -1.073555, 5.289317], [0.857469, -0.108229, 2.949764], [-1.185072, -0.107283, -2.591334], [-1.195894, -1.654261, -2.565258], [-0.449087, -2.291709, -1.945823], [-1.879227, -2.103200, -3.645792], [-1.351537, -3.549240, -4.161751], [-0.347261, -3.671932, -4.934130], [-2.273629, 0.990365, -3.534732], [-1.646840, 2.529457, -2.809319], [-2.230647, 3.921774, -3.087467], [2.865488, 2.913430, 0.338410], [1.288986, 2.950059, 1.198748], [1.550938, 2.778722, -1.709535], [-0.715186, 3.012535, 0.167719], [-0.720228, 3.940049, -1.314635], [0.280560, -0.872695, -0.769555], [1.387106, -2.235682, 0.387384], [2.724295, -3.058494, 2.443511], [-1.613967, -3.921500, -3.075987], [-2.429948, -3.800492, -4.638146], [-0.268916, -4.539160, -5.069876], [-0.329960, -3.230926, -5.849469], [0.488563, -3.379519, -4.156714]], "forces_ev_per_a": [[3.0, -0.5, -6.8], [0.2, 0.7, 8.5], [3.3, 4.6, 8.3], [-0.1, -4.3, -1.1], [-5.3, 2.7, -6.7], [5.1, -7.1, 4.5], [-4.8, 9.2, -3.7], [-2.0, 0.0, 0.3], [6.1, -10.8, 3.4], [1.0, 7.4, 7.3], [-4.1, 1.5, 1.4], [0.8, 0.2, -5.3], [-0.1, 0.1, 0.1], [2.6, -3.6, -0.1], [-1.2, 0.3, 1.5], [-2.0, 5.0, -5.4], [2.8, -2.8, 3.5], [1.3, -0.5, -0.5], [-16.7, 1.9, 8.5], [9.1, 10.4, 1.6], [1.0, -0.6, -1.0], [-1.6, -7.4, 0.2], [-1.3, 4.3, -1.5], [-2.5, 0.1, -0.5], [-2.3, 0.2, 3.9], [3.3, -0.6, -5.2], [-0.3, -0.4, -2.4], [-0.4, 0.8, -0.5], [-1.0, 2.3, -0.4], [0.0, -2.0, -4.0], [-0.1, 0.8, 0.8], [2.1, -0.8, -2.4], [2.4, 0.3, 0.5], [1.7, -13.1, -2.1], [0.0, 1.9, -2.3], [-0.2, -0.3, -2.3]], "lowdin_charge": [0.06, -0.09, -0.32, -0.12, -0.27, 0.18, -0.43, 0.09, -0.19, 0.09, -0.03, -0.66, 0.85, 0.01, -0.28, -0.54, 0.11, -0.06, -0.22, -0.09, 0.99, -1.13, 0.76, 0.10, -0.01, 0.04, 0.17, 0.06, 0.17, 0.04, 0.10, 0.17, 0.17, 0.00, 0.10, 0.18], "orbital_gap_ev": 6.49, "e_homo_ev": -7.669, "smiles": "C=CCn1c(NC(=O)c2ccc(Br)o2)c(C(=O)OCC)sc1=S", "lumo_ev": -1.182, "e_tot_ha": -4321.7137, "multiplicity": 1}



No. 3
{"formula": "C14H13BrN4OPdS", "method": "wB97M-V/def2-TZVPD", "symbols": ["Pd", "C", "N", "C", "C", "N", "C", "S", "C", "C", "C", "C", "C", "N", "H", "H", "H", "H", "H", "H", "H", "H", "H", "O", "C", "C", "C", "N", "C", "Br", "C", "H", "H", "H", "H"], "coordinates": [[0.180683, 1.044149, 0.348277], [-2.286868, -0.782856, 4.618326], [-1.937603, -1.561928, 3.417968], [-2.288034, -2.858248, 3.215479], [-1.791871, -3.226880, 2.009282], [-1.127497, -2.143420, 1.474872], [-1.239319, -1.105717, 2.359876], [-0.681593, 0.503801, 2.324764], [-0.430015, -2.219880, 0.202312], [-0.335066, -3.454118, -0.421624], [0.343353, -3.544620, -1.621586], [0.925310, -2.408536, -2.155791], [0.779121, -1.226905, -1.462865], [0.100135, -1.118694, -0.308168], [-2.851690, -1.433970, 5.277465], [-2.895987, 0.072969, 4.340765], [-1.382211, -0.450990, 5.120783], [-2.861513, -3.425045, 3.928977], [-1.877226, -4.174978, 1.517538], [-0.759672, -4.347667, 0.001824], [0.425032, -4.501109, -2.119969], [1.484194, -2.435936, -3.079878], [1.240883, -0.321973, -1.827542], [2.429342, 5.557523, -3.399557], [1.954027, 4.495013, -2.764271], [1.734592, 3.251795, -3.360654], [1.243717, 2.227385, -2.589015], [0.967828, 2.350853, -1.277704], [1.172765, 3.560021, -0.750053], [0.713727, 3.690310, 1.084145], [1.653865, 4.657165, -1.406921], [2.612590, 5.377035, -4.332170], [1.939151, 3.083028, -4.409297], [1.045851, 1.262698, -3.036150], [1.799999, 5.609724, -0.919436]], "forces_ev_per_a": [[0.0, 0.1, 0.1], [0.0, 0.0, 0.0], [-0.1, 0.1, 0.2], [0.0, -0.1, -0.1], [0.0, 0.0, 0.0], [0.0, -0.1, -0.3], [0.1, 0.0, -0.1], [0.0, -0.1, 0.1], [-0.2, 0.0, 0.3], [0.0, 0.0, 0.0], [0.0, 0.0, -0.1], [0.0, 0.0, 0.0], [0.0, -0.1, 0.0], [0.2, 0.2, -0.2], [0.0, 0.0, 0.0], [0.0, 0.0, 0.0], [0.0, 0.0, 0.0], [0.0, 0.0, 0.0], [0.0, 0.0, 0.0], [0.0, 0.0, 0.0], [0.0, 0.0, 0.0], [0.0, 0.0, 0.0], [0.0, 0.0, 0.0], [0.0, -0.1, 0.0], [0.1, 0.2, 0.0], [0.0, -0.1, 0.0], [0.0, 0.0, 0.0], [-0.1, -0.1, -0.1], [0.0, 0.1, 0.1], [0.0, 0.0, 0.0], [0.0, -0.1, -0.1], [0.0, 0.0, 0.0], [0.0, 0.0, 0.0], [0.0, 0.0, 0.0], [0.0, 0.0, 0.0]], "lowdin_charge": [0.53, 0.02, -0.10, 0.03, 0.03, 0.05, -0.59, 0.82, -0.20, 0.03, 0.01, 0.00, -0.10, 0.03, 0.11, 0.10, 0.11, 0.16, 0.13, 0.11, 0.14, 0.13, 0.08, 0.15, -0.28, 0.04, -0.11, -0.10, -0.71, 0.86, 0.00, 0.14, 0.14, 0.11, 0.14], "total_charge": 2, "orbital_gap_ev": [8.59, 5.93], "e_homo_ev": [-14.871, -15.464], "relative_energy_ev": 0.148, "lumo_ev": [-6.276, -9.535], "e_tot_ha": -3935.0948, "s_squared": 2.021, "multiplicity": 3}



Let's list M in order: 486.73; 417.31; 471.68 g mol⁻¹.